Computed, not measured: a single C3H7BS2 molecule in a non-equilibrium geometry, with ωB97M-V with the def2-TZVPD basis set.

HOMO ... -8.70 eV
SMILES ... CB1SCCS1
E_LUMO ... 0.50 eV
Max |F| ... 5.62 eV/A

The geometry in XYZ format:
```
13
Properties=species:S:1:pos:R:3:forces:R:3
C -0.11461 -1.44574 2.09099 -1.20 5.44 -0.68
B 0.11011 -0.71089 0.65379 -3.01 2.03 1.11
S 1.44512 -0.45457 -0.46184 0.77 -0.37 -0.38
C 0.56655 0.45881 -1.80043 0.24 2.23 3.84
C -0.38475 1.44300 -1.08806 1.25 -1.93 3.51
S -1.42677 0.58082 0.22011 2.24 -1.72 -0.64
H -0.42464 -2.37850 1.93363 -1.34 -3.98 -0.48
H -0.96802 -0.84839 2.68583 2.12 -1.39 -1.26
H 0.79944 -1.45778 2.60382 1.19 -0.02 1.09
H 0.05690 -0.26628 -2.31161 -1.18 -1.42 -1.86
H 1.18440 1.16094 -2.31730 1.01 -0.47 -0.84
H 0.14278 2.14240 -0.36659 -0.33 -0.23 -1.91
H -0.98651 1.77618 -1.84234 -1.75 1.82 -1.51
```
Forces are in eV/Å.